Record 1
{"formula": "C62H84Br2N8O5", "method": "ωB97M-V/def2-TZVPD", "e_homo_ev": -9.04, "e_tot_ev": -227893.585, "gap_ev": 9.52, "lumo_energy_ev": 0.5, "total_charge": 0, "species": ["Br", "C", "C", "Br", "H", "H", "H", "H", "N", "C", "C", "C", "C", "C", "H", "H", "H", "H", "H", "N", "C", "C", "C", "C", "C", "H", "H", "H", "H", "H", "N", "C", "C", "C", "C", "C", "H", "H", "H", "H", "H", "N", "C", "C", "C", "C", "C", "H", "H", "H", "H", "H", "N", "C", "C", "C", "C", "C", "H", "H", "H", "H", "H", "N", "C", "C", "C", "C", "C", "H", "H", "H", "H", "H", "N", "C", "C", "C", "C", "C", "H", "H", "H", "H", "H", "N", "C", "C", "C", "C", "C", "H", "H", "H", "H", "H", "C", "C", "C", "O", "C", "H", "H", "H", "H", "H", "H", "H", "H", "C", "C", "C", "O", "C", "H", "H", "H", "H", "H", "H", "H", "H", "C", "C", "C", "O", "C", "H", "H", "H", "H", "H", "H", "H", "H", "C", "C", "C", "O", "C", "H", "H", "H", "H", "H", "H", "H", "H", "C", "C", "C", "O", "C", "H", "H", "H", "H", "H", "H", "H", "H"], "coordinates": [[-2.677, 15.601, 20.778], [-2.053, 14.728, 22.406], [-2.953, 13.587, 22.752], [-3.032, 12.348, 21.235], [-1.919, 15.511, 23.153], [-1.029, 14.431, 22.179], [-3.980, 13.927, 22.887], [-2.601, 13.125, 23.674], [-2.627, 18.875, 24.743], [-1.947, 18.375, 23.694], [-0.559, 18.476, 23.554], [0.130, 19.044, 24.648], [-0.527, 19.626, 25.708], [-1.913, 19.553, 25.695], [-2.539, 17.818, 22.983], [-0.029, 18.025, 22.728], [1.209, 19.075, 24.613], [-0.021, 20.106, 26.533], [-2.431, 20.068, 26.491], [-1.267, 15.011, 25.865], [-1.914, 14.514, 26.937], [-1.385, 14.551, 28.262], [-0.074, 15.010, 28.399], [0.549, 15.661, 27.289], [-0.049, 15.545, 26.063], [-2.925, 14.162, 26.790], [-2.025, 14.187, 29.052], [0.303, 15.008, 29.412], [1.491, 16.166, 27.443], [0.437, 15.934, 25.181], [-3.949, 10.471, 26.375], [-5.165, 11.089, 26.603], [-5.652, 11.429, 27.888], [-4.832, 11.125, 28.981], [-3.593, 10.525, 28.777], [-3.178, 10.296, 27.475], [-5.794, 11.346, 25.763], [-6.586, 11.949, 28.042], [-5.155, 11.294, 29.998], [-2.931, 10.357, 29.613], [-2.212, 9.859, 27.268], [-0.743, 12.345, 16.239], [-0.238, 12.725, 17.485], [-0.641, 13.920, 18.064], [-1.571, 14.718, 17.405], [-2.166, 14.279, 16.238], [-1.679, 13.125, 15.631], [0.556, 12.136, 17.919], [-0.085, 14.326, 18.896], [-1.922, 15.645, 17.834], [-2.989, 14.815, 15.788], [-2.072, 12.718, 14.710], [-7.503, 11.501, 23.412], [-6.672, 10.599, 22.734], [-6.968, 9.232, 22.763], [-8.063, 8.726, 23.551], [-8.890, 9.691, 24.118], [-8.545, 11.002, 24.075], [-5.705, 10.904, 22.363], [-6.329, 8.528, 22.251], [-8.262, 7.669, 23.451], [-9.840, 9.484, 24.587], [-9.107, 11.701, 24.676], [-4.613, 6.663, 24.051], [-4.577, 6.074, 22.858], [-4.066, 6.693, 21.696], [-3.685, 8.075, 21.852], [-3.800, 8.697, 23.115], [-4.217, 7.959, 24.245], [-4.815, 5.020, 22.856], [-3.996, 6.232, 20.722], [-3.430, 8.717, 21.021], [-3.556, 9.749, 23.103], [-4.405, 8.353, 25.233], [1.069, 18.654, 20.277], [0.801, 19.983, 20.396], [-0.435, 20.526, 20.026], [-1.310, 19.732, 19.275], [-1.112, 18.396, 19.152], [0.028, 17.867, 19.762], [1.570, 20.693, 20.662], [-0.661, 21.575, 20.150], [-2.230, 20.174, 18.921], [-1.867, 17.740, 18.744], [0.128, 16.793, 19.705], [-5.484, 15.034, 25.806], [-5.106, 16.241, 25.459], [-5.858, 17.157, 24.740], [-7.157, 16.769, 24.396], [-7.630, 15.482, 24.764], [-6.761, 14.686, 25.470], [-4.114, 16.515, 25.788], [-5.424, 18.110, 24.476], [-7.726, 17.507, 23.850], [-8.677, 15.275, 24.597], [-7.025, 13.698, 25.816], [0.606, 11.579, 25.662], [1.787, 12.354, 25.111], [1.231, 12.796, 23.738], [0.248, 11.834, 23.407], [-0.209, 11.002, 24.500], [-0.014, 12.288, 26.211], [0.885, 10.847, 26.420], [2.586, 11.635, 24.932], [2.240, 13.147, 25.706], [1.997, 12.899, 22.969], [0.746, 13.738, 23.994], [0.034, 9.947, 24.376], [-1.275, 11.190, 24.626], [-5.005, 10.354, 16.565], [-5.869, 10.720, 17.729], [-5.316, 9.899, 18.844], [-4.160, 9.262, 18.351], [-3.682, 10.051, 17.321], [-4.874, 11.120, 15.801], [-5.332, 9.472, 16.014], [-6.914, 10.466, 17.550], [-5.842, 11.775, 18.001], [-5.985, 9.177, 19.310], [-4.996, 10.523, 19.678], [-3.024, 9.400, 16.744], [-2.973, 10.876, 17.390], [3.647, 15.221, 22.628], [3.977, 14.459, 21.392], [2.700, 14.399, 20.607], [1.723, 15.078, 21.405], [2.324, 15.957, 22.385], [4.341, 16.007, 22.926], [3.505, 14.641, 23.540], [4.224, 13.399, 21.457], [4.750, 14.899, 20.762], [2.416, 13.373, 20.371], [2.773, 14.914, 19.649], [1.832, 16.105, 23.346], [2.459, 16.942, 21.939], [-0.284, 8.670, 19.561], [-0.815, 9.897, 20.221], [0.455, 10.712, 20.545], [1.448, 10.275, 19.569], [0.817, 9.277, 18.721], [-0.940, 8.046, 18.953], [0.131, 8.014, 20.326], [-1.319, 9.654, 21.156], [-1.439, 10.431, 19.505], [0.713, 10.432, 21.566], [0.376, 11.799, 20.525], [1.569, 8.568, 18.374], [0.369, 9.780, 17.864], [-6.666, 13.987, 21.068], [-6.600, 15.286, 20.307], [-7.377, 15.031, 18.986], [-8.188, 13.872, 19.260], [-7.495, 13.037, 20.257], [-7.207, 14.174, 21.996], [-5.696, 13.567, 21.333], [-5.567, 15.545, 20.074], [-7.105, 16.063, 20.882], [-6.729, 14.955, 18.113], [-7.929, 15.954, 18.805], [-6.883, 12.278, 19.772], [-8.187, 12.384, 20.789]]}

Record 2
{"formula": "C2H3ClN2", "method": "ωB97M-V/def2-TZVPD", "smiles": "CC1=NN1Cl", "e_homo_ev": [-9.45, -9.44], "e_tot_ev": -17621.024, "gap_ev": [9.53, 9.53], "lumo_energy_ev": [0.1, 0.1], "total_charge": 0, "species": ["C", "C", "N", "N", "Cl", "H", "H", "H"], "coordinates": [[-0.929, -0.183, -0.456], [0.164, 0.443, 0.206], [1.105, 1.413, 0.242], [1.079, 0.344, 1.183], [2.269, -1.002, 0.768], [-0.727, -0.402, -1.442], [-1.836, 0.452, -0.491], [-1.126, -1.065, -0.009]]}

Record 3
{"formula": "C5H12N2S", "method": "ωB97M-V/def2-TZVPD", "smiles": "CCN(C)/N=C\\SC", "e_homo_ev": -8.23, "e_tot_ev": -19192.804, "gap_ev": 9.00, "lumo_energy_ev": 0.8, "total_charge": 0, "species": ["C", "C", "N", "C", "N", "C", "S", "C", "H", "H", "H", "H", "H", "H", "H", "H", "H", "H", "H", "H"], "coordinates": [[1.550, -1.466, -0.507], [0.661, -0.357, -1.023], [0.289, 0.651, 0.027], [1.421, 1.311, 0.595], [-0.650, 1.712, -0.358], [-1.853, 1.398, -0.647], [-2.637, -0.229, -0.488], [-1.982, -0.849, 1.094], [2.589, -1.211, -0.388], [1.411, -2.361, -1.157], [1.128, -1.791, 0.423], [-0.257, -0.846, -1.329], [1.101, 0.267, -1.914], [1.073, 2.009, 1.421], [2.170, 0.585, 1.012], [2.031, 2.003, -0.028], [-2.570, 2.207, -1.060], [-1.791, -0.053, 1.851], [-1.067, -1.346, 0.985], [-2.616, -1.632, 1.490]]}

Record 4
{"formula": "C4H11N2O", "method": "ωB97M-V/def2-TZVPD", "e_homo_ev": -3.09, "e_tot_ev": -9353.864, "gap_ev": 7.18, "lumo_energy_ev": 4.1, "total_charge": -1, "species": ["C", "C", "C", "N", "H", "H", "H", "H", "H", "H", "H", "N", "C", "O", "H", "H", "H", "H"], "coordinates": [[-2.667, -0.956, -0.427], [-1.554, 0.050, -0.634], [-1.857, 1.372, -0.657], [-0.329, -0.480, -0.859], [-2.328, -1.806, 0.171], [-2.950, -1.357, -1.406], [-3.574, -0.543, 0.014], [-1.094, 2.105, -0.889], [-2.852, 1.724, -0.425], [-0.255, -1.477, -0.706], [0.648, 0.166, -0.577], [3.437, -0.413, 0.944], [2.133, 0.327, 1.020], [1.743, 0.780, -0.200], [3.682, -0.374, -0.038], [4.145, 0.083, 1.473], [1.404, -0.370, 1.464], [2.268, 1.169, 1.732]]}

Record 5
{"formula": "C18H35As2BaOSi2", "method": "ωB97M-V/def2-TZVPD", "e_homo_ev": -9.93, "e_tot_ev": -159402.300, "gap_ev": 6.90, "lumo_energy_ev": -3.0, "total_charge": 1, "species": ["Ba", "C", "As", "C", "C", "C", "C", "C", "C", "C", "As", "C", "C", "H", "H", "H", "H", "H", "H", "H", "H", "H", "H", "H", "H", "H", "H", "H", "H", "C", "Si", "C", "C", "C", "Si", "C", "C", "C", "H", "H", "H", "H", "H", "H", "H", "H", "H", "H", "H", "H", "H", "H", "H", "H", "H", "H", "H", "O", "C"], "coordinates": [[0.170, 0.083, -0.394], [-2.945, -2.208, -3.547], [-2.165, -0.816, -2.419], [-0.364, -0.894, -3.250], [-1.992, -1.905, -0.749], [-3.217, -1.741, -0.090], [-3.521, -2.383, 1.102], [-2.566, -3.187, 1.683], [-1.335, -3.352, 1.061], [-1.013, -2.750, -0.156], [0.780, -3.164, -0.870], [0.248, -4.353, -2.331], [1.391, -4.543, 0.355], [-3.982, -2.361, -3.258], [-2.392, -3.138, -3.437], [-2.910, -1.868, -4.581], [-0.503, -1.131, -4.303], [0.162, -1.725, -2.785], [0.250, 0.010, -3.205], [-3.960, -1.077, -0.520], [-4.484, -2.234, 1.572], [-2.761, -3.682, 2.625], [-0.611, -3.980, 1.560], [-0.572, -4.988, -2.001], [1.107, -4.972, -2.583], [-0.046, -3.796, -3.217], [0.665, -5.348, 0.452], [1.635, -4.127, 1.330], [2.307, -4.937, -0.084], [2.848, 1.923, -0.721], [2.538, 2.029, 1.173], [3.588, 3.413, 1.866], [3.186, 0.392, 1.872], [0.716, 2.063, 1.367], [-0.287, 3.534, 0.914], [0.215, 5.175, 1.669], [-2.084, 3.205, 1.381], [-0.276, 3.774, -0.974], [3.721, 2.479, -1.062], [1.977, 2.347, -1.234], [3.010, 0.891, -1.070], [4.652, 3.196, 1.750], [3.386, 3.555, 2.930], [3.383, 4.361, 1.363], [4.251, 0.255, 1.673], [2.676, -0.487, 1.446], [3.034, 0.336, 2.952], [0.463, 1.820, 2.409], [0.349, 5.081, 2.749], [-0.543, 5.942, 1.491], [1.157, 5.539, 1.252], [-2.196, 3.130, 2.466], [-2.453, 2.263, 0.957], [-2.747, 4.000, 1.032], [0.664, 4.188, -1.343], [-1.075, 4.449, -1.285], [-0.449, 2.833, -1.517], [-1.046, -0.594, 3.018], [-0.033, -0.524, 3.509]]}

Record 6
{"formula": "C38H59N4O6PRuSe", "method": "ωB97M-V/def2-TZVPD", "e_homo_ev": [-4.14, -4.32], "e_tot_ev": -135828.004, "gap_ev": [6.53, 6.58], "lumo_energy_ev": [2.4, 2.3], "spin_multiplicity": 6, "s_squared": 8.7659, "total_charge": -1, "species": ["Ru", "O", "C", "C", "N", "C", "C", "O", "O", "C", "C", "O", "O", "H", "H", "H", "H", "H", "H", "H", "H", "H", "C", "N", "N", "C", "O", "C", "C", "C", "C", "C", "C", "C", "C", "C", "H", "H", "H", "H", "H", "H", "H", "H", "H", "H", "H", "H", "C", "C", "C", "C", "P", "N", "C", "C", "C", "C", "C", "C", "C", "C", "H", "H", "H", "H", "H", "H", "H", "H", "H", "H", "H", "H", "H", "H", "H", "H", "H", "H", "H", "H", "H", "H", "H", "H", "H", "H", "H", "C", "C", "C", "C", "C", "C", "Se", "C", "C", "C", "H", "H", "H", "H", "H", "H", "H", "H", "H", "H", "H"], "coordinates": [[0.808, -0.410, -0.442], [1.839, 0.772, -3.608], [1.616, -0.592, -3.958], [2.636, -1.502, -3.313], [2.334, -1.856, -1.906], [3.572, -1.839, -1.123], [3.977, -0.410, -0.786], [5.149, -0.197, -0.470], [3.012, 0.441, -0.809], [1.637, -3.138, -1.802], [1.286, -3.465, -0.356], [1.164, -4.645, -0.043], [1.144, -2.450, 0.434], [1.984, 0.832, -2.651], [1.712, -0.654, -5.042], [0.609, -0.909, -3.688], [3.581, -0.962, -3.328], [2.761, -2.419, -3.899], [4.396, -2.335, -1.638], [3.407, -2.346, -0.175], [2.230, -3.963, -2.210], [0.701, -3.077, -2.362], [3.633, -2.209, 4.771], [2.999, -1.133, 4.027], [1.671, -1.223, 3.615], [1.486, -0.457, 2.486], [0.373, -0.358, 1.922], [2.762, 0.128, 2.200], [3.643, -0.350, 3.115], [5.112, -0.123, 3.190], [0.735, -2.144, 4.160], [0.457, -2.139, 5.520], [-0.450, -3.056, 6.037], [-1.090, -3.953, 5.191], [-0.817, -3.934, 3.827], [0.099, -3.034, 3.302], [2.875, -2.802, 5.267], [4.292, -1.789, 5.527], [4.206, -2.869, 4.118], [2.980, 0.757, 1.347], [5.441, 0.341, 2.260], [5.653, -1.062, 3.309], [5.371, 0.527, 4.029], [0.937, -1.413, 6.168], [-0.665, -3.060, 7.099], [-1.805, -4.660, 5.595], [-1.306, -4.634, 3.159], [0.324, -3.010, 2.239], [-2.961, 2.479, -0.831], [-1.993, 2.935, 0.274], [-2.468, 4.287, 0.823], [-2.057, 1.864, 1.380], [-0.244, 2.935, -0.457], [0.328, 1.492, -0.613], [0.914, 3.892, 0.703], [0.753, 5.416, 0.706], [0.665, 3.349, 2.122], [2.371, 3.533, 0.335], [-0.280, 3.790, -2.147], [1.182, 4.063, -2.538], [-1.066, 5.105, -2.209], [-0.837, 2.794, -3.187], [-3.921, 2.229, -0.366], [-2.599, 1.581, -1.340], [-3.147, 3.261, -1.568], [-3.520, 4.190, 1.116], [-2.403, 5.086, 0.084], [-1.912, 4.593, 1.711], [-3.104, 1.582, 1.536], [-1.666, 2.219, 2.334], [-1.507, 0.968, 1.100], [-0.259, 5.734, 0.955], [1.026, 5.860, -0.252], [1.428, 5.833, 1.463], [-0.264, 3.724, 2.554], [1.485, 3.677, 2.770], [0.643, 2.255, 2.132], [2.777, 4.187, -0.438], [2.466, 2.504, -0.014], [3.002, 3.649, 1.225], [1.615, 4.886, -1.969], [1.213, 4.339, -3.596], [1.804, 3.176, -2.410], [-0.748, 5.825, -1.452], [-2.139, 4.950, -2.105], [-0.895, 5.561, -3.191], [-0.516, 1.774, -2.981], [-0.449, 3.061, -4.177], [-1.924, 2.809, -3.237], [-6.130, -4.910, -2.489], [-4.964, -3.970, -2.304], [-4.755, -2.904, -3.164], [-3.681, -2.026, -3.011], [-3.544, -0.874, -3.979], [-2.786, -2.222, -1.952], [-1.426, -0.878, -1.705], [-2.974, -3.302, -1.070], [-2.049, -3.571, 0.083], [-4.059, -4.152, -1.267], [-6.877, -4.481, -3.157], [-6.612, -5.131, -1.535], [-5.805, -5.862, -2.919], [-5.449, -2.740, -3.985], [-4.044, -1.109, -4.923], [-2.499, -0.637, -4.176], [-4.002, 0.032, -3.566], [-1.684, -2.646, 0.527], [-1.175, -4.138, -0.238], [-2.553, -4.161, 0.854], [-4.203, -4.982, -0.578]]}

Question: What is the formula in the second record?
Answer: C2H3ClN2